79
Properties=species:S:1:pos:R:3:lowdin_charge:R:1 method="wB97M-V/def2-TZVPD" e_above_lowest_kcal_mol=0.0 total_charge=+2 e_tot_ev=-128192.731
N -7.16888 5.41994 -6.35538 0.061
C -6.81219 5.94170 -5.18070 -0.126
C -5.88120 5.31547 -4.34197 -0.012
C -5.25426 4.11076 -4.76166 -0.209
C -5.61683 3.61566 -6.03610 -0.011
C -6.59750 4.29468 -6.78003 -0.125
C -4.32113 3.39947 -3.88325 -0.011
Sn 1.04033 0.06902 -0.43778 1.004
P 5.13755 -0.70578 -1.04600 1.191
C -3.33676 2.54795 -4.28387 -0.039
C -2.36916 2.00374 -3.37753 -0.207
C -1.23225 1.32650 -3.87851 -0.030
C -0.12331 1.12015 -3.05997 -0.163
C -0.23827 1.38183 -1.69058 -0.346
C -1.34126 2.04667 -1.17773 -0.108
C -2.45525 2.24778 -1.98747 -0.004
Br 1.72940 -0.85223 2.09986 0.273
H -4.47091 3.59693 -2.82042 0.107
H -3.20030 2.31721 -5.34347 0.120
H -5.64641 5.77869 -3.37935 0.112
H -5.17776 2.69886 -6.42279 0.104
H -7.28415 6.88639 -4.89411 0.115
H -6.91011 3.89437 -7.74512 0.112
H -1.20024 1.01683 -4.92104 0.123
H -3.36658 2.64991 -1.53202 0.120
H 0.80822 0.73238 -3.47856 0.096
H -1.39227 2.38271 -0.14598 0.104
P -0.25525 -2.07226 -1.17834 0.876
C 4.55188 1.00939 -0.83943 -0.395
C 5.73534 1.94634 -1.13719 -0.138
H 4.19794 1.12941 0.19509 0.086
H 3.71359 1.17330 -1.53500 0.058
H 5.52214 2.96318 -0.78873 0.089
H 6.64927 1.59572 -0.63778 0.076
H 5.94774 1.99334 -2.21288 0.084
C 4.42514 -1.24472 -2.64506 -0.368
C 5.39336 -2.24543 -3.28978 -0.139
H 4.30338 -0.35378 -3.27959 0.097
H 3.43679 -1.69368 -2.45378 0.057
H 5.15205 -2.39034 -4.34862 0.087
H 6.43001 -1.88800 -3.22415 0.077
H 5.34787 -3.22375 -2.79402 0.083
C 4.26864 -1.72798 0.17304 -0.449
C 5.09853 -2.00242 1.43257 -0.147
H 3.95745 -2.66938 -0.30875 0.101
H 3.36655 -1.15432 0.45310 -0.115
H 4.51318 -2.61926 2.12467 0.076
H 6.02542 -2.53442 1.18252 0.083
H 5.36498 -1.07511 1.95636 0.083
C -0.30542 -3.24378 0.22335 -0.396
C -1.45332 -4.25033 0.20877 -0.120
H -0.30403 -2.63593 1.14168 0.032
H 0.66430 -3.76512 0.21461 0.092
H -2.36572 -3.82809 0.64159 0.067
H -1.68206 -4.61350 -0.79999 0.079
H -1.17231 -5.11793 0.81455 0.090
C 0.56111 -2.92554 -2.57772 -0.368
C 0.03541 -2.58910 -3.97350 -0.121
H 0.45932 -4.00225 -2.36440 0.101
H 1.63496 -2.68387 -2.50375 0.049
H -0.95526 -3.02760 -4.14796 0.086
H -0.02491 -1.50821 -4.15408 0.055
H 0.71951 -3.01658 -4.71726 0.088
C -1.99322 -1.76230 -1.67761 -0.344
C -2.90952 -1.27413 -0.55928 -0.120
H -2.35991 -2.70842 -2.10547 0.099
H -1.95658 -1.01693 -2.48657 0.075
H -3.74886 -0.71799 -0.98988 0.090
H -3.32782 -2.10356 0.01996 0.068
H -2.38909 -0.59628 0.12944 0.035
C -0.06620 1.77958 2.86679 -0.024
C -0.94207 0.79478 2.18588 -0.575
N -1.90444 0.18933 2.88552 0.235
O -0.78191 0.45056 0.97451 -0.282
H -0.59175 2.25926 3.69800 0.102
H 0.26210 2.53423 2.14453 0.102
H 0.81044 1.25881 3.27619 0.029
H -2.48031 -0.50650 2.42435 0.130
H -2.14877 0.51840 3.80134 0.132

=====

116
Properties=species:S:1:pos:R:3:lowdin_charge:R:1 method="wB97M-V/def2-TZVPD" total_charge=-1 e_tot_ev=-523341.621
F 0.61341 4.00204 6.33236 0.111
C -0.43384 3.17420 6.65348 -0.514
F -1.33583 3.28876 5.62792 0.071
F -0.99868 3.58328 7.81735 0.118
C 0.10457 1.73388 6.69341 -0.092
C 0.39779 1.04701 7.91344 -0.196
C 0.87860 -0.29039 7.93843 -0.108
C 1.11971 -1.00110 6.71871 -0.009
C 0.84351 -0.31831 5.49961 -0.180
C 1.10410 -0.96896 4.11702 -0.498
F -0.04185 -0.67736 3.33149 -0.071
F 1.20441 -2.36233 4.19834 -0.048
In 3.00580 0.05498 3.32956 0.292
C 0.34511 1.03247 5.47433 0.018
H 0.26852 1.55891 8.86630 0.015
H 1.08404 -0.83170 8.87804 0.096
H 1.51102 -2.02724 6.66594 0.114
H 4.28611 -0.14591 4.57272 -0.134
H 2.58793 1.81403 3.36044 -0.113
H 3.48256 -0.51076 1.72443 -0.189
H 0.16600 1.53096 4.51123 0.111
C -0.14316 0.08655 0.06127 -0.995
Cl 0.16572 -0.93862 -1.35181 0.513
Cl 0.64339 1.65795 -0.09804 0.506
H -1.21365 0.23715 0.16074 -0.028
H 0.24547 -0.41113 0.94575 0.011
C -3.93220 2.28487 -0.14043 -1.021
Cl -2.97543 2.38832 1.33661 0.510
Cl -4.01944 0.62220 -0.74317 0.510
H -4.93871 2.63486 0.06997 -0.039
H -3.47313 2.90930 -0.90104 0.029
C 0.54454 -3.98173 -3.42453 -1.001
Cl 0.94604 -5.64121 -3.89978 0.568
Cl 1.53432 -2.81119 -4.29512 0.478
H -0.50132 -3.79505 -3.64966 0.001
H 0.72007 -3.86926 -2.35872 0.017
C -5.84455 2.50155 4.12705 -1.010
Cl -4.10378 2.51383 4.42260 0.524
Cl -6.23998 1.82700 2.53939 0.504
H -6.32489 1.89650 4.88976 0.025
H -6.21400 3.52087 4.17517 -0.022
C 3.72999 0.65332 -2.21254 -1.037
Cl 4.45628 -0.72564 -3.06264 0.500
Cl 4.35989 0.81261 -0.57102 0.511
H 3.95849 1.56522 -2.75534 -0.087
H 2.65393 0.50831 -2.16411 -0.017
C 3.42837 4.82215 -1.77056 -1.021
Cl 3.53261 3.77263 -3.19370 0.568
Cl 1.78566 5.42686 -1.53796 0.502
H 3.72103 4.25081 -0.89357 0.032
H 4.09614 5.66241 -1.90688 -0.051
C -0.67913 -8.85487 -3.63451 -1.023
Cl -0.69276 -9.25730 -5.35662 0.519
Cl -2.29091 -9.01122 -2.92427 0.518
H -0.00272 -9.53093 -3.12106 0.032
H -0.34166 -7.82972 -3.51878 -0.055
C 4.18238 -6.11091 -5.68682 -1.016
Cl 3.98144 -6.20525 -7.44128 0.472
Cl 5.15611 -7.45451 -5.07511 0.496
H 4.67686 -5.17666 -5.43954 0.030
H 3.20384 -6.14756 -5.22094 -0.043
C -8.36272 5.24154 0.93773 -1.023
Cl -7.71228 3.90101 -0.00409 0.489
Cl -7.63299 5.31651 2.54684 0.538
H -8.15546 6.17088 0.41537 0.028
H -9.43553 5.10650 1.04454 -0.001
C 1.82992 -10.55065 -7.78036 -1.044
Cl 2.12837 -11.58815 -9.18365 0.493
Cl 2.62272 -8.98201 -7.95167 0.485
H 0.76053 -10.39489 -7.68200 -0.010
H 2.21541 -11.04286 -6.89295 0.027
C 3.34978 9.20848 -0.80447 -1.050
Cl 4.32432 7.75010 -0.57796 0.535
Cl 2.78799 9.35232 -2.47471 0.487
H 2.48810 9.15975 -0.14634 0.009
H 3.95385 10.07557 -0.56007 0.007
C -11.20464 5.03815 -1.64617 -1.018
Cl -11.55218 3.68936 -0.55672 0.513
Cl -9.66969 4.80987 -2.49043 0.501
H -12.00153 5.11141 -2.37940 0.023
H -11.15194 5.95347 -1.06420 0.023
C 5.51736 9.75630 2.96791 -1.001
Cl 6.17790 11.35018 2.57903 0.497
Cl 3.91163 9.53383 2.26699 0.549
H 6.18080 8.99458 2.56991 0.029
H 5.44517 9.65940 4.04643 0.027
C 5.61256 -3.05888 -0.35953 -1.027
Cl 7.28172 -3.61782 -0.13465 0.491
Cl 4.81320 -2.76679 1.18421 0.503
H 5.62684 -2.13369 -0.92678 -0.035
H 5.06128 -3.81990 -0.90472 0.013
C 6.22927 -7.32056 0.41540 -1.031
Cl 7.14201 -8.81299 0.68260 0.492
Cl 5.62620 -7.22022 -1.24315 0.482
H 5.38517 -7.29855 1.09736 0.029
H 6.87973 -6.47153 0.60244 -0.008
C -5.96090 -9.37544 -1.54667 -1.037
Cl -5.67130 -10.00634 0.07845 0.498
Cl -7.09273 -8.01837 -1.51995 0.500
H -5.01773 -9.03793 -1.96664 -0.021
H -6.37691 -10.16736 -2.16139 0.025
C 1.33670 9.85369 -6.37343 -1.019
Cl 2.85115 9.42600 -5.57023 0.481
Cl 0.00029 9.95734 -5.22139 0.499
H 1.45699 10.81739 -6.85831 0.023
H 1.10466 9.09292 -7.11215 0.024
C -2.99186 0.84387 10.46799 -0.981
Cl -3.38022 -0.48850 11.57241 0.483
Cl -1.41128 0.62595 9.70190 0.690
H -3.75088 0.88717 9.69299 0.027
H -2.98404 1.77211 11.03123 0.025
C -1.37767 -2.93531 -7.41535 -1.009
Cl 0.28479 -3.48461 -7.19203 0.498
Cl -2.17746 -2.64318 -5.86391 0.516
H -1.36849 -2.01054 -7.98373 0.025
H -1.93016 -3.69755 -7.95582 0.024